Density functional theory data (the ωB97M-V functional and the def2-TZVPD basis) for a structure of composition C19H22O2PdSi2.

Strongest force on any atom ... 0.59 eV/A
Orbital gap ... 5.6 eV
HOMO level ... -0.831 eV
Multiplicity ... 1
Total charge ... -2
E_LUMO ... 4.774 eV

Last column: Löwdin charge in e.
Element x y z (Å)
Pd: 0.074457 -0.031838 0.045683  0.38
C: -2.133401 -2.601557 0.315708  -0.23
Si: -1.410862 -1.394583 -0.965826  0.41
C: -0.486117 -2.485632 -2.235439  -0.24
C: -2.910558 -0.721038 -1.953550  -0.29
C: -3.943006 -1.394998 -2.607418  -0.11
C: -4.932888 -0.691462 -3.279750  -0.13
C: -4.897456 0.700612 -3.310454  -0.13
C: -3.872256 1.381752 -2.668630  -0.11
C: -2.874887 0.685253 -1.984652  -0.29
Si: -1.344025 1.325040 -1.024475  0.39
C: -2.011576 2.597257 0.223500  -0.22
C: -0.379876 2.328626 -2.336041  -0.24
H: -2.839854 -3.294973 -0.158469  0.00
H: -2.641438 -2.011671 1.080777  0.00
H: -1.356026 -3.187385 0.812165  0.01
H: -1.173064 -3.204665 -2.700143  0.00
H: 0.335582 -3.037255 -1.773722  0.01
H: -0.059089 -1.854177 -3.017949  0.01
H: -3.980953 -2.481640 -2.590749  0.09
H: -5.737276 -1.220645 -3.782193  0.08
H: -5.674603 1.247352 -3.836407  0.08
H: -3.854735 2.468555 -2.699721  0.09
H: -2.691867 3.302382 -0.271223  0.00
H: -1.210094 3.167151 0.699386  0.01
H: -2.540677 2.051287 1.006772  0.00
H: -1.035801 3.059318 -2.826886  0.00
H: 0.015295 1.648691 -3.094421  0.01
H: 0.467727 2.858269 -1.896238  0.01
C: 2.230308 0.001252 -0.393765  -0.10
C: 3.371639 0.018011 -0.849052  -0.22
C: 4.682249 0.038611 -1.397086  -0.29
C: 4.907509 0.373949 -2.745260  -0.06
C: 6.183986 0.396764 -3.280515  -0.13
C: 7.289542 0.085095 -2.496166  -0.15
C: 7.088963 -0.249346 -1.161872  -0.13
C: 5.813909 -0.271842 -0.621670  -0.06
H: 4.048167 0.615745 -3.357349  0.11
H: 6.317986 0.660444 -4.324383  0.09
H: 8.288152 0.102731 -2.917187  0.08
H: 7.938194 -0.495024 -0.532730  0.08
H: 5.661902 -0.530731 0.418323  0.10
O: -2.094880 0.028072 2.468668  -0.14
C: -1.025258 0.018971 3.103584  -0.67
O: 0.157352 -0.007619 2.684573  -0.17
H: -1.119369 0.038028 4.229107  0.08

Force components x, y, z for each atom (eV/Å):
0.58 -0.10 -0.04
-0.04 0.05 -0.10
-0.08 -0.33 0.08
-0.13 0.02 -0.03
0.11 0.17 0.06
0.01 -0.03 0.01
-0.03 0.00 -0.02
-0.03 0.00 -0.02
0.01 0.03 0.00
0.10 -0.19 0.08
-0.10 0.43 -0.05
-0.03 -0.06 -0.11
-0.14 -0.01 -0.01
-0.01 0.00 0.03
-0.03 -0.02 0.01
0.06 0.03 -0.03
0.02 -0.01 -0.01
0.01 0.03 0.06
0.00 -0.01 -0.02
0.00 0.00 0.00
0.00 -0.01 0.00
0.00 0.01 0.00
0.00 0.00 0.00
-0.01 0.00 0.03
0.05 -0.03 -0.03
-0.02 0.03 0.01
0.02 0.01 -0.01
0.00 0.01 -0.02
0.01 -0.03 0.06
-0.20 0.03 0.15
-0.01 -0.01 0.01
0.07 0.01 -0.03
-0.02 0.00 0.04
0.01 0.00 -0.01
0.01 0.00 -0.02
0.01 0.00 0.00
-0.02 -0.01 0.00
0.00 0.00 0.00
0.01 0.00 0.00
0.00 0.00 0.00
0.00 0.00 0.00
0.00 0.00 0.00
-0.03 0.01 0.21
0.04 0.00 -0.04
-0.19 -0.01 -0.23
-0.01 0.00 -0.02